C10H11IOS as an isolated structure in a non-equilibrium geometry. Source: the Open Molecules 2025 dataset; level of theory: the ωB97M-V functional and the def2-TZVPD basis.

HOMO-LUMO gap: 8.31 eV
max |F|: 6.5 eV Å⁻¹
ΔE to the lowest compared entry with this formula, charge and spin: 20.77 kcal per mole
net charge: 0
E: -31529.412 eV
LUMO: -0.10 eV

XYZ file:
```
24
Properties=species:S:1:pos:R:3:forces:R:3
C -0.279133 0.299009 3.579553 1.232 0.334 0.165
C 0.966320 0.609801 2.964509 -1.430 0.693 0.615
C -1.263326 -0.316412 2.784910 0.384 0.545 1.264
C 1.144609 0.331127 1.625238 0.030 -0.289 0.028
C -1.040682 -0.653982 1.461008 -0.299 -1.009 0.763
C 0.217203 -0.409663 0.905747 -1.617 1.070 0.148
C -0.940053 -0.704429 -2.107124 -1.261 -2.251 -1.339
C 0.103528 -0.372813 -3.109183 -1.591 3.256 -0.440
C 2.006192 -0.626818 -1.348172 -6.135 -1.775 -1.421
C 0.568916 -1.079309 -0.337575 3.611 -1.713 -2.234
O -0.427890 -1.602198 -1.152413 0.317 0.418 1.605
S 1.403928 0.729688 -2.453598 0.198 -0.697 0.545
I 1.444721 -2.931151 0.665053 0.033 -0.216 -0.512
H -0.318066 0.568427 4.683473 -0.623 -0.620 -1.624
H 1.683012 1.194003 3.556616 -0.078 -0.473 -0.467
H -2.201233 -0.624439 3.223853 -0.099 0.133 0.129
H 2.043142 0.569387 1.108189 0.764 0.275 -0.031
H -1.811232 -1.365183 1.093036 0.877 0.836 -0.576
H -1.337229 0.205295 -1.746547 -0.572 0.942 1.079
H -1.807132 -1.331916 -2.561781 1.405 1.245 0.437
H 0.523903 -1.223128 -3.500644 1.093 -1.995 -1.182
H -0.468068 0.195943 -3.885083 0.873 -0.366 0.210
H 2.762696 -0.428544 -0.672849 1.860 0.250 0.684
H 1.978403 -1.525424 -2.105609 1.029 1.408 2.153
```
Forces are in eV/Å.


An isolated ion of composition C10H11N2O2 and charge +1 in a non-equilibrium geometry. Source: the Open Molecules 2025 dataset; level of theory: the ωB97M-V functional and the def2-TZVPD basis.

HOMO-LUMO gap (spin up / spin down): 4.74 / 4.84 eV
max |F|: 7.1 eV Å⁻¹
ΔE to the lowest compared entry with this formula, charge and spin: 60.56 kcal per mole
expectation value of S²: 2.042
multiplicity: 3
net charge: +1
E: -17611.026 eV
LUMO (spin up / spin down): -5.01 / -8.01 eV

XYZ file:
```
25
Properties=species:S:1:pos:R:3:forces:R:3
C 3.876447 -0.729142 0.111711 0.559 0.804 -1.141
C 3.135420 0.369978 -0.293966 -0.802 -1.738 1.114
C 3.127800 -1.523477 1.014608 -0.551 1.888 -0.569
C 1.879359 0.166202 0.378053 3.141 -0.597 -0.358
C 0.935600 1.152163 0.359553 -6.292 2.864 1.430
C -1.076210 0.174008 0.157109 -1.107 -1.776 -1.553
C -0.429373 -0.992595 -1.823368 -0.462 0.669 -3.695
C -2.527144 0.261971 0.112341 -0.043 2.385 0.064
C -3.360403 -0.493381 -0.599005 -0.354 -0.938 -0.035
C -2.945694 1.610908 0.737217 -0.842 -0.716 -1.068
N 1.957861 -0.917843 1.189011 -1.091 -1.020 0.721
N -0.418637 -0.653180 -0.609064 1.381 -0.459 1.981
O 0.846146 2.255853 -0.087920 1.786 -0.691 -0.512
O -0.325398 0.756972 1.076957 1.544 0.387 1.041
H 4.846921 -1.010312 -0.205895 0.779 0.009 -0.171
H 3.217192 1.269639 -0.884841 0.771 -0.306 -0.247
H 3.353190 -2.360868 1.590549 0.619 -1.362 0.550
H 0.001336 -1.897796 -2.204725 0.505 -0.442 0.385
H -0.688175 -0.279693 -2.645322 -0.632 -0.548 0.817
H 1.215224 -1.334745 1.750264 -0.042 0.562 -0.326
H -3.207184 -1.460322 -1.112566 0.434 0.815 0.358
H -4.381439 -0.151835 -0.594563 -0.296 -0.092 -0.074
H -2.633119 2.372091 0.000732 0.006 -0.009 0.651
H -2.373564 1.646994 1.631750 0.232 0.816 0.861
H -4.026145 1.768418 0.951383 0.757 -0.504 -0.224
```
Forces are in eV/Å.


One molecule with the formula C10H11N3 in a non-equilibrium geometry. Source: the Open Molecules 2025 dataset; level of theory: the ωB97M-V functional and the def2-TZVPD basis.

HOMO-LUMO gap: 8.43 eV
max |F|: 3.6 eV Å⁻¹
ΔE to the lowest compared entry with this formula, charge and spin: 98.82 kcal per mole
net charge: 0
E: -15014.934 eV
SMILES string: CC(C)C1=Cn2ccnc2C=C=N1
LUMO: 0.45 eV

XYZ file:
```
24
Properties=species:S:1:pos:R:3:forces:R:3
C 0.534719 1.451246 1.133872 0.911 0.788 -0.420
C 3.900471 -0.845427 -0.086038 -0.650 -2.838 -1.785
C 2.740542 -1.511002 -0.411811 0.578 -0.514 -0.158
C 2.351093 0.462188 0.373722 0.333 2.675 0.765
C 1.711334 1.807580 0.614090 0.264 -1.256 0.459
C 0.338800 -0.887225 -0.215575 -0.837 2.515 1.817
C -0.694787 -0.198793 0.389713 3.102 -0.783 -1.223
C -3.059671 -0.081762 0.941434 -1.174 -1.750 1.634
C -2.182741 0.775354 -1.247402 2.970 -1.563 -0.839
C -2.052225 -0.248369 -0.135409 0.829 -2.496 -0.871
N 3.646928 0.351497 0.378684 0.429 1.892 0.855
N -0.361895 0.656767 1.425444 0.469 1.416 1.179
N 1.738866 -0.657678 -0.059205 -1.984 -0.181 -0.093
H 4.833585 -1.215314 -0.402159 1.243 -0.115 0.208
H 2.544519 -2.397255 -0.998359 0.052 -0.068 0.413
H 2.426449 2.679636 0.475106 -1.889 -1.022 0.199
H 0.039861 -1.644566 -0.845519 -0.060 -1.598 -1.533
H -2.849170 0.897723 1.326344 -0.689 0.651 0.504
H -2.903729 -0.810127 1.804628 0.142 0.883 -1.041
H -4.133661 -0.276546 0.674493 1.051 0.710 -0.189
H -1.876911 1.754484 -0.976827 0.338 0.927 0.530
H -3.166165 0.778440 -1.467865 -3.345 0.348 -1.288
H -1.568316 0.461409 -2.147242 -0.780 0.396 1.001
H -1.957898 -1.302262 -0.544111 -1.304 0.985 -0.122
```
Forces are in eV/Å.


C10H11N3O3Tc as an isolated structure. Source: the Open Molecules 2025 dataset; level of theory: the ωB97M-V functional and the def2-TZVPD basis.

HOMO-LUMO gap (spin up / spin down): 6.85 / 6.84 eV
max |F|: 0.6 eV Å⁻¹
expectation value of S²: 3.794
multiplicity: 4
net charge: 0
E: -23359.205 eV
LUMO (spin up / spin down): -0.49 / -1.69 eV

XYZ file:
```
28
Properties=species:S:1:pos:R:3:forces:R:3
Tc 0.393103 -0.164715 -0.478145 0.013 0.194 -0.336
N -0.424027 -1.208678 1.307838 -0.043 0.015 -0.032
C -1.311120 -0.280625 2.061500 0.114 -0.035 0.079
C -1.822556 0.872714 1.200764 -0.072 0.066 -0.222
O -2.777714 1.534685 1.553003 0.037 0.009 0.065
N -1.079934 1.061954 0.081195 0.047 -0.164 0.108
C -1.355971 2.167448 -0.819390 0.022 0.050 0.070
C -0.581009 1.956010 -2.116734 0.334 -0.269 -0.154
O -0.775894 2.599187 -3.107182 -0.058 0.083 0.068
O 0.367101 0.986649 -2.064441 -0.325 0.093 0.239
H -0.966949 -1.990423 0.953349 -0.024 -0.020 0.017
H 0.289132 -1.610365 1.906368 0.062 0.035 0.005
H -0.724704 0.165385 2.864809 -0.029 -0.008 0.034
H -2.155044 -0.800450 2.510398 -0.015 0.018 -0.016
H -1.036669 3.120213 -0.387720 -0.038 0.024 -0.034
H -2.419350 2.254670 -1.042199 -0.005 -0.014 0.002
N 2.038072 -0.727863 -0.171828 0.302 -0.068 0.165
C 3.345148 -0.562814 0.230640 -0.540 -0.069 -0.171
C 4.361479 -1.156921 -0.526375 0.209 -0.019 0.047
C 5.679273 -1.030190 -0.122618 -0.053 -0.007 -0.026
C 6.007344 -0.314578 1.023030 0.004 0.030 0.034
C 4.997046 0.278225 1.768949 -0.047 -0.024 -0.033
C 3.671711 0.154985 1.384499 0.142 0.088 0.132
H 4.103901 -1.707478 -1.420816 -0.025 0.008 0.002
H 6.460132 -1.491895 -0.713379 0.001 0.004 0.000
H 7.039516 -0.214827 1.329920 0.004 -0.010 -0.009
H 5.238693 0.843556 2.659956 0.015 -0.003 -0.002
H 2.887570 0.620980 1.968740 -0.030 -0.009 -0.032
```
Forces are in eV/Å.


A 2-piece molecular cluster, C10H11N3S overall in a non-equilibrium geometry. Source: the Open Molecules 2025 dataset; level of theory: the ωB97M-V functional and the def2-TZVPD basis.

HOMO-LUMO gap (spin up / spin down): 7.64 / 7.69 eV
max |F|: 4.6 eV Å⁻¹
ΔE to the lowest compared entry with this formula, charge and spin: 74.02 kcal per mole
net charge: 0
E: -25849.669 eV
LUMO (spin up / spin down): 0.25 / -0.26 eV

XYZ file:
```
25
Properties=species:S:1:pos:R:3:forces:R:3
C 1.487534 -1.994382 -0.764579 -1.554 -3.546 -2.392
C -3.046090 0.534250 -0.138071 0.074 -0.420 0.139
C -2.047937 1.322466 -0.668624 0.450 -1.584 0.079
C -2.772549 -0.764527 0.343698 1.432 1.001 -0.666
C -0.679031 -0.369766 -0.227142 1.451 -1.167 -0.120
C 3.351602 1.180639 -0.357085 0.652 -0.407 -1.760
C 2.122614 0.540487 -1.038322 -1.134 0.785 -0.238
C 3.091064 0.978178 1.064048 1.137 0.469 3.305
C 1.854863 -0.784418 -0.354323 -0.011 3.867 2.454
C -3.787360 -1.600469 0.980989 -0.350 -0.261 -1.195
N 1.076115 -3.015966 -1.147311 0.571 0.435 0.328
N -0.827735 0.759758 -0.808674 -0.238 1.103 0.446
N -1.488039 -1.224065 0.346849 -0.981 0.901 -0.286
S 2.450866 -0.734626 1.291106 0.575 0.571 0.135
H -4.053553 0.853273 -0.080333 -0.796 0.528 0.062
H -2.117296 2.334483 -0.997939 -0.498 0.481 -0.250
H 4.304709 0.750556 -0.646898 0.040 -0.706 -0.145
H 3.552935 2.234771 -0.540498 -0.741 0.246 -0.291
H 1.244097 1.264351 -0.809113 1.161 -1.322 -0.496
H 2.098738 0.367236 -2.118017 0.428 0.392 0.071
H 4.059463 1.156163 1.729227 -2.190 -0.477 -1.220
H 2.293463 1.686841 1.367297 0.473 -0.411 0.227
H -3.445250 -2.585679 1.018766 0.585 -1.620 0.137
H -3.932828 -1.271832 1.941233 -0.033 0.807 2.715
H -4.790405 -1.617731 0.613713 -0.503 0.333 -1.040
```
Forces are in eV/Å.


An isolated ion of composition C10H11N5 and charge +2 in a non-equilibrium geometry. Source: the Open Molecules 2025 dataset; level of theory: the ωB97M-V functional and the def2-TZVPD basis.

HOMO-LUMO gap: 6.50 eV
max |F|: 4.6 eV Å⁻¹
ΔE to the lowest compared entry with this formula, charge and spin: 37.65 kcal per mole
net charge: +2
E: -17977.597 eV
LUMO: -9.46 eV

XYZ file:
```
26
Properties=species:S:1:pos:R:3:forces:R:3
C -1.276609 -1.619918 -0.879709 -2.529 0.883 -0.077
C -2.954180 -0.282405 -0.303314 -1.284 -1.686 -0.689
C -1.554891 -0.440928 -0.133974 -0.703 0.204 0.275
C 2.404208 -0.287594 2.168357 0.381 -0.893 -0.373
C 1.094607 0.357711 -1.944862 -1.241 1.698 4.045
C 1.546525 -0.470487 0.209952 0.828 0.289 0.049
C 1.404583 0.753985 2.230136 1.061 2.112 -1.054
C -0.846412 0.284659 0.828846 -1.313 1.519 0.804
C 0.413687 1.659004 -0.045978 -0.132 1.132 0.454
C 0.626628 0.451925 0.930933 -0.591 1.689 -1.203
N -2.369684 -2.122321 -1.389226 1.350 -0.910 -0.030
N 2.526800 -0.909547 1.057983 -0.793 -1.268 -2.811
N -3.378931 -1.338463 -1.007852 2.164 0.566 0.073
N 0.680828 1.515938 -1.353791 0.586 -3.494 -1.842
N 1.569005 -0.585573 -1.137505 0.503 -0.876 2.114
H -0.401640 -2.108117 -0.985727 2.581 -1.556 -0.404
H -3.724750 0.381981 -0.026249 -0.178 1.103 0.784
H 3.214055 -0.576772 2.755668 0.923 0.388 2.181
H 1.163042 0.114255 -2.920602 -0.045 0.320 -3.354
H 0.768865 0.841330 3.066330 -0.413 0.063 1.208
H 2.147263 1.725836 2.189733 -2.105 -1.723 -0.108
H -1.577656 0.864597 1.539052 2.066 -0.676 -1.239
H 0.131905 2.705333 0.208089 0.549 -1.081 0.446
H -4.218963 -1.735918 -1.363907 -1.479 0.762 0.151
H 0.580436 2.183441 -2.087721 -0.654 1.530 0.156
H 2.031277 -1.361953 -1.604661 0.464 -0.097 0.442
```
Forces are in eV/Å.


What did the first record say?
C10H11IOS as an isolated structure in a non-equilibrium geometry. Source: the Open Molecules 2025 dataset; level of theory: the ωB97M-V functional and the def2-TZVPD basis.

HOMO-LUMO gap: 8.31 eV
max |F|: 6.5 eV Å⁻¹
ΔE to the lowest compared entry with this formula, charge and spin: 20.77 kcal per mole
net charge: 0
E: -31529.412 eV
LUMO: -0.10 eV

XYZ file:
```
24
Properties=species:S:1:pos:R:3:forces:R:3
C -0.279133 0.299009 3.579553 1.232 0.334 0.165
C 0.966320 0.609801 2.964509 -1.430 0.693 0.615
C -1.263326 -0.316412 2.784910 0.384 0.545 1.264
C 1.144609 0.331127 1.625238 0.030 -0.289 0.028
C -1.040682 -0.653982 1.461008 -0.299 -1.009 0.763
C 0.217203 -0.409663 0.905747 -1.617 1.070 0.148
C -0.940053 -0.704429 -2.107124 -1.261 -2.251 -1.339
C 0.103528 -0.372813 -3.109183 -1.591 3.256 -0.440
C 2.006192 -0.626818 -1.348172 -6.135 -1.775 -1.421
C 0.568916 -1.079309 -0.337575 3.611 -1.713 -2.234
O -0.427890 -1.602198 -1.152413 0.317 0.418 1.605
S 1.403928 0.729688 -2.453598 0.198 -0.697 0.545
I 1.444721 -2.931151 0.665053 0.033 -0.216 -0.512
H -0.318066 0.568427 4.683473 -0.623 -0.620 -1.624
H 1.683012 1.194003 3.556616 -0.078 -0.473 -0.467
H -2.201233 -0.624439 3.223853 -0.099 0.133 0.129
H 2.043142 0.569387 1.108189 0.764 0.275 -0.031
H -1.811232 -1.365183 1.093036 0.877 0.836 -0.576
H -1.337229 0.205295 -1.746547 -0.572 0.942 1.079
H -1.807132 -1.331916 -2.561781 1.405 1.245 0.437
H 0.523903 -1.223128 -3.500644 1.093 -1.995 -1.182
H -0.468068 0.195943 -3.885083 0.873 -0.366 0.210
H 2.762696 -0.428544 -0.672849 1.860 0.250 0.684
H 1.978403 -1.525424 -2.105609 1.029 1.408 2.153
```
Forces are in eV/Å.


What is the E in the sixth record?
-17977.597 eV


Which formula does entry 3 have?
C10H11N3


Which formula does entry 1 have?
C10H11IOS